#a
This record from OMol25 describes C33H47BaN2O6PSi as an isolated structure. The level of theory is wB97M-V/def2-TZVPD.

## Properties
- Kohn-Sham gap: 5.16 eV
- E_HOMO: -0.043 Eh
- Total charge: -2

```
91
Properties=species:S:1:pos:R:3:mulliken_charge:R:1
Ba -0.246 -0.260 0.595 1.73
O 4.353 -3.385 3.683 -0.57
C 3.457 -2.769 2.841 1.28
C 3.678 -1.478 2.378 -0.41
C 2.713 -0.897 1.569 -0.33
N 1.624 -1.543 1.214 -0.10
C 1.412 -2.775 1.628 0.12
C 2.303 -3.441 2.458 -0.69
C 0.064 -3.360 1.189 0.07
O -0.139 -4.556 1.410 -0.81
O -0.714 -2.531 0.671 -0.57
C 2.793 0.554 1.088 0.32
O 3.895 1.108 1.120 -0.80
O 1.699 1.040 0.734 -0.49
H 5.069 -2.761 3.857 0.29
H 4.565 -0.916 2.647 0.41
H 2.093 -4.438 2.811 0.54
C -4.061 4.743 -0.054 -1.74
C -3.225 3.508 0.283 0.53
C -4.178 2.332 0.497 -1.57
P -1.906 2.803 -0.883 1.04
C -0.515 4.078 -0.821 0.37
C -0.829 5.542 -1.103 -1.52
C 0.550 3.588 -1.793 -1.40
C -2.626 2.946 -2.548 0.62
C -3.309 4.021 -3.091 -0.33
C -3.927 3.957 -4.333 0.18
C -4.704 5.121 -4.884 -1.74
C -3.867 2.754 -5.040 -0.93
C -3.175 1.678 -4.553 -0.61
C -2.499 1.729 -3.297 -0.73
N -1.834 0.718 -2.779 0.41
C -1.423 -0.364 -3.505 -0.89
C -1.868 -1.664 -3.183 1.24
C -2.848 -1.869 -2.067 -1.76
C -1.393 -2.750 -3.894 -0.83
C -0.458 -2.614 -4.913 0.97
C -0.005 -3.803 -5.714 -1.64
C 0.022 -1.340 -5.192 -0.57
C -0.439 -0.226 -4.516 1.31
C 0.123 1.138 -4.804 -1.57
H -4.675 4.998 0.812 0.49
H -4.731 4.533 -0.884 0.33
H -3.457 5.609 -0.300 0.27
H -2.677 3.696 1.217 0.47
H -4.619 2.047 -0.459 0.25
H -4.987 2.600 1.177 0.53
H -3.634 1.478 0.903 0.11
H -0.119 3.977 0.197 0.53
H -1.360 5.641 -2.046 0.15
H 0.103 6.106 -1.179 0.47
H -1.419 5.983 -0.304 0.33
H 0.166 3.640 -2.811 0.26
H 0.808 2.558 -1.558 0.08
H 1.451 4.198 -1.726 0.54
H -3.364 4.954 -2.549 0.30
H -4.377 6.057 -4.434 0.37
H -5.775 5.009 -4.683 0.30
H -4.581 5.194 -5.966 0.38
H -4.381 2.677 -5.995 0.31
H -3.157 0.746 -5.109 0.39
H -3.348 -0.932 -1.829 0.27
H -2.321 -2.207 -1.175 0.15
H -3.587 -2.626 -2.333 0.46
H -1.768 -3.736 -3.648 0.33
H -0.206 -4.728 -5.175 0.38
H 1.063 -3.746 -5.927 0.36
H -0.535 -3.843 -6.671 0.28
H 0.776 -1.217 -5.963 0.30
H 1.022 1.071 -5.418 0.45
H 0.367 1.637 -3.867 -0.09
H -0.610 1.759 -5.322 0.43
C 2.796 -0.254 -2.738 -0.54
O 1.917 -1.281 -2.373 -0.53
H 2.467 0.722 -2.372 0.11
H 2.920 -0.205 -3.829 0.27
H 3.762 -0.479 -2.285 0.34
H 1.039 -1.072 -2.721 0.23
C -0.962 -1.430 4.235 -1.21
Si -1.920 -0.170 3.130 0.25
C -2.203 1.282 4.420 -1.39
C -3.692 -0.976 3.174 -1.40
H -1.453 -1.652 5.183 0.43
H 0.044 -1.080 4.457 0.25
H -0.863 -2.366 3.691 0.26
H -2.699 0.942 5.328 0.34
H -2.810 2.079 3.997 0.27
H -1.257 1.729 4.717 0.30
H -4.012 -1.237 4.182 0.38
H -3.679 -1.891 2.589 0.30
H -4.456 -0.333 2.746 0.34
```

#b
This record from OMol25 describes C33H47BaN2O6PSi as an isolated structure. The level of theory is wB97M-V/def2-TZVPD.

## Properties
- Kohn-Sham gap: 4.92 eV
- E_HOMO: -0.039 Eh
- Total charge: -2

```
91
Properties=species:S:1:pos:R:3:mulliken_charge:R:1
Ba -0.630 0.069 0.435 1.38
O 5.483 -0.364 2.833 -0.58
C 4.195 -0.324 2.367 1.14
C 3.398 0.795 2.568 -0.25
C 2.094 0.763 2.098 0.05
N 1.603 -0.280 1.453 -0.42
C 2.361 -1.344 1.242 0.36
C 3.672 -1.422 1.691 -0.63
C 1.673 -2.481 0.466 -0.38
O 2.237 -3.576 0.436 -0.80
O 0.578 -2.167 -0.070 -0.41
C 1.116 1.916 2.350 0.03
O 1.561 2.909 2.929 -0.81
O -0.055 1.703 1.951 -0.61
H 5.671 0.474 3.273 0.29
H 3.750 1.679 3.087 0.43
H 4.259 -2.311 1.516 0.54
C 2.170 -1.753 -3.901 -1.80
C 1.482 -0.690 -3.042 2.52
C 0.031 -0.540 -3.461 -0.57
P 2.498 0.916 -3.173 -0.83
C 2.671 1.303 -1.317 2.96
C 2.067 2.632 -0.897 -1.36
C 4.164 1.251 -0.994 -1.85
C 1.434 2.222 -3.929 0.33
C 2.094 2.718 -5.062 -0.61
C 1.635 3.751 -5.859 0.50
C 2.359 4.210 -7.097 -1.65
C 0.449 4.371 -5.456 -0.78
C -0.236 3.922 -4.363 -1.01
C 0.166 2.798 -3.571 1.59
N -0.592 2.397 -2.556 0.39
C -1.892 2.847 -2.419 -1.60
C -2.918 2.500 -3.330 1.71
C -2.620 1.749 -4.598 -1.59
C -4.228 2.889 -3.092 -1.04
C -4.579 3.647 -1.986 1.44
C -6.002 4.053 -1.712 -1.67
C -3.565 4.020 -1.114 -0.91
C -2.248 3.643 -1.308 1.24
C -1.190 4.143 -0.367 -1.62
H 1.689 -2.724 -3.762 0.32
H 3.224 -1.843 -3.635 0.47
H 2.112 -1.494 -4.960 0.42
H 1.522 -1.018 -1.998 -0.81
H -0.014 -0.307 -4.527 0.56
H -0.434 0.261 -2.891 -0.28
H -0.524 -1.458 -3.275 -0.46
H 2.174 0.504 -0.757 -1.57
H 2.503 3.457 -1.462 0.47
H 2.233 2.818 0.168 0.52
H 0.998 2.604 -1.088 -0.15
H 4.682 2.055 -1.517 0.44
H 4.592 0.302 -1.316 0.47
H 4.338 1.361 0.079 0.38
H 3.038 2.253 -5.335 0.09
H 3.289 3.660 -7.233 0.34
H 2.597 5.277 -7.044 0.32
H 1.742 4.064 -7.989 0.30
H 0.071 5.223 -6.014 0.31
H -1.139 4.434 -4.056 0.47
H -1.665 1.242 -4.522 -0.16
H -2.560 2.444 -5.441 0.32
H -3.400 1.014 -4.810 0.51
H -4.995 2.602 -3.805 0.22
H -6.623 3.967 -2.604 0.39
H -6.046 5.084 -1.356 0.37
H -6.432 3.415 -0.936 0.28
H -3.813 4.655 -0.269 0.26
H -1.498 5.088 0.083 0.41
H -0.254 4.297 -0.903 0.36
H -1.010 3.423 0.430 0.21
C -1.919 -3.540 -2.675 -0.81
O -1.735 -2.636 -1.624 -0.11
H -2.215 -4.532 -2.306 0.24
H -1.031 -3.653 -3.307 0.23
H -2.730 -3.153 -3.296 0.29
H -0.883 -2.784 -1.178 0.25
C -4.675 -0.277 -1.286 -0.72
Si -3.715 -0.295 0.392 0.11
C -4.390 -1.958 1.145 -1.24
C -4.733 1.014 1.399 -1.11
H -5.756 -0.352 -1.153 0.42
H -4.356 -1.107 -1.913 0.18
H -4.468 0.643 -1.828 -0.15
H -5.480 -2.026 1.128 0.28
H -4.064 -2.089 2.177 0.29
H -3.996 -2.793 0.568 0.24
H -5.797 0.774 1.463 0.29
H -4.637 1.986 0.918 0.12
H -4.349 1.113 2.413 0.29
```

What should be chosen as the most stable of them? Choose #b.

#a
This record from OMol25 describes C3H4AgLiO3 as an isolated structure. The level of theory is wB97M-V/def2-TZVPD.

## Properties
- Kohn-Sham gap (spin up / spin down): 4.31 / 3.53 eV
- E_HOMO (spin up / spin down): -0.202 / -0.188 Eh
- Total charge: 0

```
12
Properties=species:S:1:pos:R:3:mulliken_charge:R:1
O 1.149 0.738 0.441 -0.23
C 1.267 -0.413 -0.146 0.60
C -0.492 1.046 0.406 -0.48
O 2.023 -1.354 0.196 -0.42
O 0.122 -0.754 -0.792 -0.32
C -0.733 0.300 -0.909 -0.51
H -0.963 2.022 0.252 0.30
H -0.589 1.204 1.484 0.28
H -1.707 0.233 -1.404 0.44
Li -0.810 -1.134 1.073 0.18
Ag 1.113 -3.048 1.741 -0.10
H -0.378 1.161 -2.343 0.26
```

#b
This record from OMol25 describes C3H4AgLiO3 as an isolated structure. The level of theory is wB97M-V/def2-TZVPD.

## Properties
- Kohn-Sham gap (spin up / spin down): 4.95 / 4.95 eV
- E_HOMO (spin up / spin down): -0.213 / -0.213 Eh
- Total charge: 0

```
12
Properties=species:S:1:pos:R:3:mulliken_charge:R:1
O -0.416 -1.345 0.138 -0.25
C -1.266 -0.420 -0.221 0.63
C 0.995 -0.612 0.254 -0.36
O -2.464 -0.329 0.118 -0.61
O -0.610 0.707 -0.602 -0.10
C 0.715 0.487 -0.770 -0.47
H 1.927 -1.085 -0.073 0.28
H 1.233 -0.860 1.293 0.25
H 1.436 1.241 -1.103 0.46
Ag -0.155 1.264 1.728 -0.40
Li -2.395 0.892 1.796 0.35
H 1.000 0.059 -2.559 0.21
```

What should be chosen as the most stable of them? Choose #b.